Here is C27H40N9P2RbS as an isolated structure from OMol25. Energies are from ωB97M-V/def2-TZVPD.

For the LUMO energy, the calculation gives 0.3 eV.

XYZ file:
```
80
Properties=species:S:1:pos:R:3:forces:R:3:mulliken_charge:R:1
Rb 0.5126 -0.2039 0.1502 0.256 0.472 -0.481 0.812
C 4.0001 -1.1775 -3.9395 -0.112 -0.038 0.365 -1.508
C 2.7987 -0.8249 -3.0924 1.257 -0.480 0.770 0.583
N 2.8037 -0.9303 -1.7982 -0.705 0.674 -0.061 1.108
N 3.8818 -1.4652 -1.2353 0.865 -1.204 -0.537 -1.268
C 4.2036 -1.2681 0.0149 0.258 0.183 -0.231 0.238
N 5.2257 -2.0679 0.4710 0.060 -0.340 -0.015 -0.431
S 3.7042 -0.0557 1.0826 -0.703 0.501 0.499 -0.389
C 1.5956 -0.3580 -3.7446 -0.826 0.357 -0.571 0.158
C 1.5142 -0.2780 -5.1498 0.184 -0.099 0.463 -0.858
C 0.3634 0.1960 -5.7382 -0.318 0.127 0.087 -0.489
C -0.6969 0.5839 -4.9294 0.164 -0.074 -0.200 -1.036
C -0.5397 0.4557 -3.5579 -0.403 0.151 -0.232 -0.081
N 0.5545 0.0052 -2.9789 0.311 -0.120 0.253 0.245
H 4.8230 -1.4226 -3.2727 -0.016 -0.009 -0.089 0.387
H 4.2965 -0.3464 -4.5781 -0.025 0.050 -0.087 0.349
H 3.7914 -2.0443 -4.5676 0.015 -0.037 -0.120 0.323
H 5.3717 -2.9430 -0.0092 -0.006 0.091 -0.031 0.228
H 5.3931 -2.0409 1.4632 -0.059 0.001 -0.129 0.207
H 2.3434 -0.5872 -5.7651 0.093 -0.016 0.005 0.331
H 0.2907 0.2647 -6.8155 -0.004 0.006 -0.039 0.402
H -1.6124 0.9686 -5.3518 -0.093 0.023 0.015 0.444
H -1.3361 0.7346 -2.8807 -0.103 0.029 0.026 0.386
C -1.0857 -4.6558 -0.2023 0.095 0.244 0.056 -1.367
P -0.7697 -3.1787 0.8690 -0.273 -0.897 -0.076 0.467
C 0.4518 -3.9538 2.0080 -0.052 0.178 -0.097 -1.413
C -2.2851 -3.2667 1.9451 0.074 -0.062 -0.177 -0.715
C -2.0778 -2.4861 3.2396 0.128 0.170 -0.013 -1.191
P -1.0563 -0.9589 2.9320 -0.422 0.094 1.071 0.398
C -0.7472 -0.4910 4.6902 0.085 -0.056 -0.321 -1.402
C -2.3813 0.2661 2.5888 0.144 -0.145 -0.039 -0.895
H -0.2269 -4.7939 -0.8596 -0.009 -0.026 -0.039 0.383
H -1.9626 -4.4865 -0.8268 -0.046 -0.014 -0.031 0.368
H -1.2289 -5.5621 0.3858 -0.062 -0.049 0.030 0.399
H 0.0377 -4.8448 2.4863 0.043 0.008 -0.012 0.373
H 0.7523 -3.2312 2.7670 0.088 -0.066 0.015 0.311
H 1.3332 -4.2235 1.4255 0.040 -0.028 0.063 0.442
H -2.5436 -4.3126 2.1485 0.013 0.076 -0.048 0.491
H -3.1063 -2.8267 1.3746 -0.058 -0.031 -0.047 0.284
H -1.5247 -3.0983 3.9596 -0.010 0.067 -0.051 0.378
H -3.0358 -2.2196 3.7012 0.121 -0.017 0.024 0.570
H -1.6691 -0.5102 5.2706 -0.041 0.011 0.073 0.369
H -0.3318 0.5144 4.6944 0.049 0.087 0.090 0.361
H -0.0193 -1.1695 5.1311 0.042 -0.016 0.069 0.372
H -3.1260 0.2800 3.3865 -0.020 0.004 -0.001 0.485
H -2.8561 0.0329 1.6409 -0.123 0.031 -0.118 -0.013
H -1.9091 1.2429 2.5046 -0.020 0.157 -0.049 0.333
N -3.4194 2.4339 -0.7314 -0.432 0.368 0.198 0.023
C -2.1920 3.0487 -0.9180 0.400 0.321 -0.153 0.594
C -2.1962 4.4333 -1.1483 0.074 -0.061 0.001 -0.918
C -0.9931 5.0616 -1.3871 -0.040 -0.204 0.049 -0.533
C 0.1724 4.3049 -1.3865 0.096 -0.052 0.030 -1.097
C 0.0714 2.9494 -1.1246 0.086 0.507 -0.141 -0.171
N -1.0787 2.3338 -0.8927 -0.274 -0.235 0.170 0.464
C -3.7810 1.1106 -0.8192 -0.215 -0.504 -0.008 0.825
C -5.1547 0.8021 -0.8271 0.112 -0.055 0.000 -1.010
C -5.5328 -0.5143 -0.9615 0.132 0.103 0.034 -0.480
C -4.5498 -1.4939 -1.0695 -0.017 -0.085 0.009 -0.855
C -3.2282 -1.0907 -1.0130 -0.466 -0.331 -0.131 -0.743
N -2.8479 0.1713 -0.8926 0.258 0.376 0.048 0.283
H -4.1999 3.0749 -0.7014 0.177 -0.141 -0.030 0.173
H -3.1258 4.9869 -1.1569 -0.043 0.012 -0.003 0.415
H -0.9633 6.1235 -1.5852 0.002 0.055 0.008 0.401
H 1.1308 4.7596 -1.5781 0.107 0.005 -0.012 0.459
H 0.9494 2.3175 -1.1150 0.182 0.042 -0.024 0.358
H -5.8951 1.5843 -0.7371 -0.036 0.082 -0.015 0.444
H -6.5825 -0.7746 -0.9849 -0.014 -0.023 -0.004 0.400
H -4.8154 -2.5324 -1.1959 0.053 -0.082 0.032 0.470
H -2.4224 -1.8113 -1.0654 0.060 -0.119 -0.061 0.593
C 4.2932 3.0887 1.8972 0.472 -0.021 -0.297 -0.920
N 3.1932 3.0493 2.8410 0.554 0.219 0.225 -0.015
C 3.5587 2.8329 4.2260 0.067 -0.105 0.434 -0.950
C 2.0451 2.5631 2.4389 -0.399 0.226 0.006 0.412
N 0.9772 2.2590 2.1322 -0.697 -0.456 -0.265 -0.393
H 5.0002 3.8589 2.2123 -0.105 0.045 -0.010 0.302
H 3.9109 3.3253 0.9064 0.045 0.008 0.019 0.313
H 4.8022 2.1212 1.8446 -0.005 0.148 -0.024 0.268
H 4.2386 3.6299 4.5392 -0.087 -0.078 -0.031 0.294
H 4.0571 1.8666 4.3667 -0.030 0.051 -0.034 0.295
H 2.6635 2.8646 4.8492 0.106 0.020 -0.052 0.373
```
Forces are in eV/Å.

---

Here is C21H30N5O5S3Tl as an isolated structure from OMol25. Energies are from ωB97M-V/def2-TZVPD.

For the LUMO energy, the calculation gives 4.0 eV. As for the charge: -2.

XYZ file:
```
65
Properties=species:S:1:pos:R:3:forces:R:3:mulliken_charge:R:1
Tl 1.1146 0.2076 1.0220 -0.221 -0.197 0.307 0.766
O -0.6853 -0.4323 4.9788 0.183 0.012 0.077 -0.574
C -1.8589 -0.9553 4.3898 -0.131 0.046 -0.104 -0.333
C -2.6479 0.0836 3.5987 0.039 -0.108 -0.057 -0.826
N -2.2264 0.1782 2.2039 0.035 -0.106 -0.074 0.654
C -2.8023 -0.8989 1.4131 0.245 -0.018 -0.219 -0.891
C -2.0974 -1.2131 0.0629 0.094 -0.188 0.200 0.238
O -2.8239 -1.4888 -0.9001 -0.070 0.043 -0.130 -0.778
O -0.8226 -1.2812 0.0664 0.089 0.185 -0.092 -0.398
C -2.6536 1.4492 1.6313 0.315 0.137 0.163 -0.675
C -2.0091 2.7007 2.2817 0.085 0.142 0.102 0.452
O -2.6873 3.7486 2.1809 -0.069 0.116 -0.238 -0.838
O -0.8901 2.5661 2.8224 0.154 -0.192 -0.116 -0.672
H -0.1891 0.0529 4.3077 -0.127 0.100 -0.089 0.325
H -2.4649 -1.3215 5.2237 0.016 -0.007 -0.023 0.336
H -1.6132 -1.8129 3.7498 -0.042 0.010 0.021 0.130
H -2.4792 1.0487 4.0776 -0.006 0.006 -0.027 0.445
H -3.7311 -0.1344 3.6577 -0.023 -0.036 0.014 0.321
H -3.8631 -0.6909 1.2039 -0.010 -0.119 -0.052 0.216
H -2.7506 -1.8342 1.9768 -0.002 -0.017 0.031 0.421
H -3.7488 1.5640 1.6884 0.022 -0.024 -0.052 0.180
H -2.3703 1.4565 0.5737 -0.059 -0.001 -0.028 0.368
S 5.1033 -0.3259 2.6689 0.373 0.590 0.052 -0.490
C 4.2591 -1.7092 2.3111 0.108 -1.069 -0.069 -0.002
N 2.9807 -1.8896 2.1320 -0.321 0.360 -0.046 -0.213
C 2.6117 -3.1883 1.9128 0.228 -0.511 -0.015 -0.427
C 1.3050 -3.6393 1.7176 0.074 0.155 0.014 0.089
C 1.0704 -4.9934 1.5405 -0.083 -0.010 -0.045 -0.803
C 2.1173 -5.9117 1.5305 0.089 -0.090 0.004 -0.370
C 3.4276 -5.4814 1.7030 -0.095 0.024 -0.036 -0.472
C 3.6652 -4.1314 1.9017 0.067 -0.022 -0.022 0.751
S 5.1751 -3.3216 2.1693 -0.405 0.595 0.056 -0.308
H 0.4990 -2.9155 1.6895 -0.072 -0.046 -0.010 0.166
H 0.0551 -5.3448 1.3956 0.001 0.044 -0.009 0.372
H 1.9138 -6.9666 1.3843 -0.014 0.014 -0.012 0.326
H 4.2551 -6.1805 1.6729 -0.030 -0.044 0.041 0.338
C 0.9332 4.9491 -2.7893 0.011 -0.056 0.061 -1.705
C 0.2354 4.6679 -1.4513 -0.031 0.325 -0.072 2.411
C 0.8493 5.4982 -0.3148 -0.104 -0.153 0.051 -1.630
C -1.2715 4.9457 -1.5452 0.072 -0.070 0.131 -1.573
C 0.4222 3.2494 -1.1364 0.047 -0.394 -0.098 -0.727
N 0.5797 2.1256 -0.9576 -0.187 0.377 -0.108 -0.162
H 0.7856 5.9945 -3.0668 -0.009 0.014 0.028 0.397
H 0.5248 4.3152 -3.5780 0.009 0.024 0.006 0.364
H 2.0026 4.7524 -2.7100 0.011 0.005 -0.038 0.389
H 0.7298 6.5634 -0.5293 -0.005 -0.055 0.002 0.405
H 1.9091 5.2702 -0.1927 -0.011 0.039 -0.024 0.383
H 0.3352 5.2547 0.6169 0.063 0.101 0.034 0.372
H -1.4365 5.9924 -1.8117 0.045 -0.005 0.023 0.421
H -1.7259 4.7493 -0.5731 -0.181 -0.015 -0.046 0.343
H -1.7413 4.3137 -2.3014 0.007 0.008 0.061 0.361
C -0.6336 -2.6381 -3.4923 -0.035 -0.121 0.009 -1.050
N 0.2666 -1.8251 -2.7030 -1.001 0.136 0.705 0.150
C 1.2818 -1.1179 -3.1613 0.712 0.095 -0.167 0.514
S 2.4623 -0.4183 -2.1977 -0.026 -0.033 0.096 -0.461
N 1.4183 -1.0281 -4.5453 -0.170 -0.065 0.014 -0.335
C 0.2965 -0.5369 -5.3415 0.002 -0.147 -0.057 -0.936
H -0.8777 -3.5219 -2.9026 -0.025 0.007 -0.050 0.316
H -0.1541 -2.9459 -4.4216 -0.009 0.002 0.075 0.465
H -1.5703 -2.1184 -3.7024 -0.016 -0.027 -0.027 0.300
H -0.0596 -1.6869 -1.7229 0.440 0.048 -0.209 -0.042
H 2.2965 -0.5876 -4.7619 0.014 0.082 0.078 0.308
H -0.0210 -1.2828 -6.0766 -0.092 0.086 0.008 0.271
H 0.5716 0.3744 -5.8765 0.052 -0.008 0.056 0.335
H -0.5470 -0.3013 -4.6943 -0.017 0.023 -0.058 0.289
```
Forces are in eV/Å.

---

How do the records compare in gap between HOMO and LUMO? In the order shown, they have 6.66 5.92 eV.
How do the records compare in energy above the lowest of the compared OMol25 structures with the same formula, charge and spin? In the order shown, they have 18.7 25.9 kcal/mol.
How do the records compare in energy? In the order shown, they have -72127.814 -77154.913 eV.